This record from OMol25 describes 2 unconnected molecules or ions with the total composition C7H12O2 in a non-equilibrium geometry. The level of theory is ωB97M-V/def2-TZVPD.

Values from the calculation:
HOMO (eV): -9.377
Energy above the lowest of the compared OMol25 structures with the same formula, charge and spin (kJ/mol): 284.0
F_max (Eh/bohr): 0.0480
E_LUMO (eV): 0.96

Last column: natural (NBO) charge in e.
Element x y z (Å)
C  -1.606  1.176  -0.027  -0.061
C  -2.283  0.026  0.162  -0.549
C  -1.125  1.641  -1.363  -0.668
C  0.928  0.444  0.642  -0.025
C  1.267  1.519  1.055  -0.245
H  -1.592  1.913  0.765  0.199
H  -0.917  0.798  -2.017  0.232
H  -2.520  -0.608  -0.684  0.212
H  -0.987  -1.160  0.542  0.498
H  -2.845  -0.141  1.069  0.220
H  -0.214  2.222  -1.260  0.226
H  -1.886  2.275  -1.823  0.224
H  1.399  2.484  1.465  0.235
C  2.249  -1.632  0.712  -0.616
C  0.946  -1.000  0.213  0.442
O  0.892  -0.995  -1.204  -0.725
O  -0.121  -1.699  0.747  -0.734
H  0.757  -1.907  -1.487  0.476
H  3.097  -1.131  0.252  0.223
H  2.255  -2.688  0.447  0.214
H  2.307  -1.537  1.793  0.224

This record from OMol25 describes a molecular structure, C30H40BrCaF6N7O6S3. The level of theory is ωB97M-V/def2-TZVPD.

Values from the calculation:
HOMO (eV): -8.528
Energy above the lowest of the compared OMol25 structures with the same formula, charge and spin (kJ/mol): 30.3
F_max (Eh/bohr): 0.0079
E_LUMO (eV): 0.46

Last column: Mulliken charge in e.
Element x y z (Å)
Ca  0.588  0.597  -0.161  1.552
C  4.149  2.402  1.254  -2.710
C  3.675  1.107  0.640  1.367
C  3.256  0.030  1.435  1.386
C  3.325  0.086  2.942  -2.364
C  2.829  -1.159  0.823  1.908
C  2.468  -2.342  1.689  -2.607
C  2.819  -1.282  -0.576  0.970
C  2.410  -2.607  -1.174  -2.464
C  3.242  -0.204  -1.370  1.505
C  3.227  -0.271  -2.878  -2.592
C  3.704  0.969  -0.756  1.390
C  4.298  2.071  -1.599  -2.579
H  5.241  2.423  1.325  0.425
H  3.741  2.558  2.247  0.561
H  3.838  3.253  0.651  0.504
H  3.724  -0.847  3.341  0.497
H  2.335  0.243  3.377  0.199
H  3.971  0.887  3.289  0.459
H  3.370  -2.901  1.960  0.446
H  1.798  -3.030  1.180  0.401
H  1.982  -2.030  2.610  0.553
H  2.499  -2.629  -2.255  0.549
H  1.378  -2.862  -0.926  0.120
H  3.039  -3.408  -0.778  0.459
H  4.219  -0.514  -3.270  0.489
H  2.928  0.689  -3.297  0.348
H  2.519  -1.002  -3.250  0.072
H  4.734  1.676  -2.513  0.483
H  5.088  2.589  -1.060  0.514
H  3.544  2.810  -1.877  0.215
F  -3.157  0.262  -2.118  -0.106
C  -3.625  1.315  -1.469  0.394
F  -4.096  2.202  -2.338  -0.214
F  -4.618  0.927  -0.664  -0.219
S  -2.315  2.076  -0.424  0.569
O  -1.883  0.993  0.439  -0.286
O  -2.901  3.220  0.204  -0.560
N  -1.217  2.324  -1.495  -0.372
S  -0.095  3.416  -1.633  0.628
O  -0.298  4.626  -0.902  -0.587
O  1.186  2.742  -1.548  -0.351
C  -0.269  3.838  -3.416  0.412
F  -0.146  2.747  -4.166  -0.169
F  -1.456  4.391  -3.642  -0.213
F  0.687  4.702  -3.747  -0.196
S  0.992  2.674  1.876  -0.259
C  -0.530  3.126  2.509  0.107
N  -1.010  4.347  2.279  0.033
C  -2.298  4.838  2.755  -0.459
C  -2.724  4.049  3.984  -0.787
C  -2.585  2.560  3.710  -0.374
N  -1.221  2.292  3.286  0.054
H  -0.533  4.857  1.551  0.248
H  -3.038  4.741  1.960  0.163
H  -2.188  5.894  3.000  0.492
H  -3.756  4.293  4.235  0.380
H  -2.095  4.318  4.836  0.310
H  -3.289  2.249  2.932  0.128
H  -2.782  1.976  4.608  0.460
H  -0.823  1.369  3.386  0.160
C  -2.570  -4.322  3.940  -1.460
C  -3.321  -4.079  2.635  0.810
C  -2.648  -4.791  1.465  -1.267
C  -3.511  -2.586  2.363  -1.427
N  -2.249  -1.872  2.210  1.282
C  -1.460  -1.769  1.141  -2.082
N  -0.403  -1.064  1.482  0.454
N  -0.573  -0.746  2.781  -0.425
N  -1.673  -1.217  3.227  -0.814
H  -2.515  -5.390  4.152  0.437
H  -3.059  -3.831  4.784  0.368
H  -1.548  -3.943  3.880  0.245
H  -4.337  -4.474  2.738  0.311
H  -1.608  -4.475  1.353  0.154
H  -3.161  -4.600  0.521  0.375
H  -2.640  -5.868  1.634  0.449
H  -4.035  -2.101  3.185  0.417
H  -4.078  -2.430  1.446  0.425
H  -1.646  -2.130  0.134  1.600
Br  -0.052  -4.697  -3.204  -0.163
C  -0.050  -3.190  -4.359  0.123
C  0.135  -3.453  -5.711  -0.592
C  0.181  -2.408  -6.619  -0.525
C  0.064  -1.098  -6.173  -0.699
C  -0.099  -0.851  -4.822  -0.260
C  -0.173  -1.889  -3.892  0.201
C  -0.397  -1.514  -2.443  0.164
O  -1.144  -2.210  -1.751  -0.755
O  0.213  -0.457  -2.078  -0.397
H  0.242  -4.476  -6.042  0.412
H  0.317  -2.621  -7.671  0.382
H  0.106  -0.275  -6.874  0.422
H  -0.170  0.162  -4.446  0.393

This record from OMol25 describes C4H6N2 in the gas phase in a non-equilibrium geometry. The level of theory is ωB97M-V/def2-TZVPD.

Values from the calculation:
HOMO (eV): -8.895
Energy above the lowest of the compared OMol25 structures with the same formula, charge and spin (kJ/mol): 102.6
F_max (Eh/bohr): 0.0386
E_LUMO (eV): 0.97

Last column: natural (NBO) charge in e.
Element x y z (Å)
C  -1.671  -0.333  0.066  -0.623
C  -0.235  0.025  0.073  -0.157
C  0.809  -0.740  -0.349  -0.038
N  1.937  -0.018  -0.223  -0.361
N  1.671  1.250  0.356  -0.261
C  0.339  1.247  0.445  -0.044
H  -2.069  -0.340  -0.954  0.216
H  -1.808  -1.326  0.502  0.217
H  -2.240  0.385  0.661  0.218
H  0.766  -1.752  -0.725  0.211
H  2.812  -0.512  -0.434  0.413
H  -0.310  2.116  0.581  0.210

This record from OMol25 describes 2 unconnected molecules or ions with the total composition C6H16 in a non-equilibrium geometry. The level of theory is ωB97M-V/def2-TZVPD.

Values from the calculation:
<S²>: 0.753
Spin multiplicity: 2
Charge: +1
HOMO (spin up / spin down) (eV): -15.068 / -15.017
Energy above the lowest of the compared OMol25 structures with the same formula, charge and spin (kJ/mol): 56.0
F_max (Eh/bohr): 0.0437
E_LUMO (spin up / spin down) (eV): -3.07 / -10.61

Last column: Löwdin spin population.
Element x y z (Å)
C  -1.464  0.611  -0.187  0.037
C  -2.750  1.217  0.348  0.013
C  -0.495  1.785  -0.543  0.012
H  -0.989  -0.038  0.559  0.016
H  -1.700  0.165  -1.151  0.000
H  -3.117  1.943  -0.359  0.004
H  0.502  1.511  -0.906  0.003
H  -0.990  2.393  -1.305  0.004
H  -0.419  2.397  0.359  0.001
H  -3.525  0.479  0.520  0.000
H  -2.582  1.714  1.300  0.000
C  1.792  -1.636  0.299  0.245
C  1.186  -1.573  -1.058  0.109
C  1.707  -0.481  1.169  0.139
H  1.617  -2.613  0.811  0.076
H  2.926  -1.820  0.128  0.146
H  0.125  -1.942  -0.976  0.066
H  2.039  0.404  0.596  0.040
H  0.648  -0.198  1.363  0.064
H  1.805  -2.107  -1.787  0.012
H  0.961  -0.545  -1.364  0.009
H  2.302  -0.497  2.080  0.003

This record from OMol25 describes a molecular structure, C5H9N. The level of theory is ωB97M-V/def2-TZVPD.

Values from the calculation:
HOMO (eV): -10.988
Energy above the lowest of the compared OMol25 structures with the same formula, charge and spin (kJ/mol): 245.1
F_max (Eh/bohr): 0.0160
E_LUMO (eV): 0.99

Last column: natural (NBO) charge in e.
Element x y z (Å)
C  1.359  -0.647  0.229  -0.609
C  0.182  0.323  0.393  -0.257
C  0.147  1.378  -0.720  -0.610
C  -1.143  -0.403  0.582  -0.256
C  -1.767  -0.991  -1.050  0.134
N  -1.364  -1.945  -0.461  -0.398
H  1.384  -1.392  1.035  0.212
H  2.308  -0.095  0.240  0.214
H  1.284  -1.184  -0.725  0.221
H  0.308  0.851  1.357  0.216
H  0.052  0.902  -1.704  0.223
H  1.073  1.969  -0.708  0.213
H  -0.701  2.065  -0.595  0.211
H  -2.005  0.260  0.696  0.243
H  -1.117  -1.091  1.430  0.242